one) The following is a DFT calculation (ωB97M-V with the def2-TZVPD basis set) of C4H8Cl2Si in the gas phase.

Geometry (Å):
C1 -1.34163 -1.78061 0.21509
C2 -0.53016 -1.27641 -0.71382
C3 -0.90959 1.67424 0.21933
C4 1.89039 0.20316 0.33488
Si1 0.21979 0.41384 -0.67633
Cl1 2.99094 1.42205 -0.27007
Cl2 2.44740 -1.44864 0.16046
H1 -1.54481 -2.85937 0.41254
H2 -1.97751 -1.15654 0.87941
H3 -0.10455 -2.10933 -1.22848
H4 -0.91596 1.24845 1.23276
H5 -0.47414 2.70313 0.24752
H6 -1.89325 1.41152 -0.20991
H7 1.73965 0.43248 1.32875
H8 0.40344 1.12204 -1.93212

Values from the calculation:
Net charge: 0
SMILES string: C=C[Si@@H](C)C(Cl)Cl
Lowest unoccupied orbital energy, eV: 0.79
HOMO, eV: -9.896
Kohn-Sham gap, eV: 10.69

Now the natural (NBO) charges, all in e: C -0.318; C -0.680; C -1.094; C -0.616; Si 1.350; Cl -0.017; Cl -0.011; H 0.198; H 0.178; H 0.233; H 0.223; H 0.259; H 0.247; H 0.220; H -0.172



two) The following is a DFT calculation (ωB97M-V with the def2-TZVPD basis set) of C4H8Cl2Si as an isolated structure.

Geometry (Å):
C1 1.14586 0.41048 0.75632
C2 0.06640 0.01583 0.15583
C3 1.48798 1.53750 1.78970
C4 -1.78858 -2.85699 -2.02435
Si1 0.00928 -2.29434 -1.94381
Cl1 -1.77530 -3.88397 -3.51709
Cl2 1.05305 -3.53070 -0.62709
H1 2.03636 -0.02949 0.50716
H2 -1.01924 0.30005 -0.01553
H3 2.21883 2.11548 1.23050
H4 1.87960 1.16369 2.67597
H5 0.51030 2.12847 1.87768
H6 -2.25283 -3.38750 -1.21363
H7 -2.44197 -2.03788 -2.29027
H8 0.69195 -2.03557 -3.13266

Values from the calculation:
Net charge: 0
Lowest unoccupied orbital energy (alpha / beta), eV: -0.30 / -0.06
HOMO (alpha / beta), eV: -8.126 / -7.396
Kohn-Sham gap (alpha / beta), eV: 7.83 / 7.34

Now the natural (NBO) charges, all in e: C -0.297; C -0.245; C -0.624; C -0.840; Si 1.115; Cl -0.073; Cl -0.392; H 0.196; H 0.197; H 0.217; H 0.218; H 0.210; H 0.256; H 0.241; H -0.181



Stability summary: most stable one), least stable two).